{
  "formula": "C3H7N2S",
  "method": "the ωB97M-V functional and the def2-TZVPD basis",
  "s2": 2.008,
  "e_homo_ev": [-11.19, -14.37],
  "relative_energy_kj_mol": 358.9,
  "spin_multiplicity": 3,
  "total_charge": 1,
  "orbital_gap_ev": [4.6, 5.9],
  "symbols": ["C", "C", "C", "N", "N", "S", "H", "H", "H", "H", "H", "H", "H"],
  "positions_angstrom": [[1.139, -0.133, -0.634], [0.593, 1.257, -0.165], [-2.087, 0.288, 0.258], [0.497, -2.307, -0.117], [0.206, -1.133, -0.196], [-1.230, 1.441, -0.556], [1.170, 0.053, -1.785], [2.077, -0.241, -0.177], [0.650, 1.613, 0.915], [1.073, 1.934, -0.742], [-3.156, 0.114, 0.161], [-1.899, -0.289, 1.042], [-0.277, -3.025, 0.023]],
  "mulliken_spin": [0.065, 0.000, 0.715, 0.360, 0.428, 0.304, -0.002, 0.008, 0.012, 0.008, 0.012, 0.031, 0.059]
}

{
  "formula": "C4H9O2",
  "method": "the ωB97M-V functional and the def2-TZVPD basis",
  "e_homo_ev": -3.64,
  "relative_energy_kj_mol": 38.4,
  "total_charge": -1,
  "orbital_gap_ev": 7.4,
  "symbols": ["C", "C", "H", "H", "H", "H", "H", "H", "C", "C", "O", "O", "H", "H", "H"],
  "positions_angstrom": [[1.192, 1.437, 0.334], [1.680, 1.039, 1.728], [1.993, 1.342, -0.415], [0.394, 0.796, -0.039], [0.958, 2.508, 0.311], [1.944, -0.018, 1.727], [2.477, 1.697, 2.073], [0.835, 1.183, 2.408], [-2.107, -1.089, -0.812], [-1.002, -1.909, -1.588], [-1.219, -1.847, -2.828], [-0.132, -2.559, -0.981], [-3.065, -1.409, -1.189], [-2.091, 0.002, -0.984], [-1.858, -1.174, 0.254]],
  "mulliken_charge": [-0.655, -0.814, 0.261, 0.105, 0.286, 0.273, 0.302, 0.233, -0.921, 0.599, -0.728, -0.718, 0.325, 0.204, 0.249]
}

{
  "formula": "C6H11N3O2S",
  "method": "the ωB97M-V functional and the def2-TZVPD basis",
  "smiles": "C/N=C(\\O)N(C)C(=O)NC(C)=S",
  "e_homo_ev": -8.52,
  "relative_energy_kj_mol": 92.0,
  "orbital_gap_ev": 8.7,
  "symbols": ["C", "C", "C", "C", "C", "C", "N", "N", "N", "O", "O", "S", "H", "H", "H", "H", "H", "H", "H", "H", "H", "H", "H"],
  "positions_angstrom": [[-0.672, -1.984, 0.579], [0.602, 0.087, 0.503], [-2.343, -0.340, -0.284], [-1.646, -0.146, -1.590], [1.640, -2.008, -0.167], [-0.097, 2.096, 1.540], [-1.877, -1.282, 0.579], [0.454, -1.266, 0.229], [-0.197, 0.689, 1.264], [-0.638, -3.158, 0.854], [1.694, 0.602, -0.126], [-3.729, 0.449, 0.070], [-1.372, -1.111, -2.020], [-0.740, 0.447, -1.483], [-2.313, 0.379, -2.270], [2.442, -1.869, 0.556], [1.372, -3.061, -0.209], [1.976, -1.666, -1.145], [0.180, 2.699, 0.665], [-1.078, 2.419, 1.884], [0.626, 2.279, 2.340], [-2.528, -1.569, 1.302], [1.813, 1.525, 0.134]],
  "mulliken_charge": [0.432, 0.254, 0.379, -0.972, -1.067, -1.129, -0.050, 0.270, -0.264, -0.606, -0.477, -0.329, 0.314, 0.206, 0.378, 0.311, 0.403, 0.314, 0.397, 0.300, 0.336, 0.250, 0.349]
}

{
  "formula": "C34H36IrNO2P2",
  "method": "the ωB97M-V functional and the def2-TZVPD basis",
  "e_homo_ev": -13.14,
  "relative_energy_kj_mol": 0.0,
  "total_charge": 2,
  "orbital_gap_ev": 6.4,
  "symbols": ["Ir", "C", "P", "C", "C", "C", "C", "C", "C", "C", "C", "C", "C", "C", "C", "C", "C", "C", "C", "C", "P", "C", "C", "C", "C", "C", "C", "C", "C", "C", "C", "C", "C", "N", "H", "H", "H", "H", "H", "H", "H", "H", "H", "H", "H", "H", "H", "H", "H", "H", "H", "H", "H", "H", "H", "H", "H", "H", "H", "H", "C", "O", "C", "C", "O", "C", "H", "H", "H", "H", "H", "H", "H", "H", "H", "H"],
  "positions_angstrom": [[-0.100, 0.965, -0.647], [-0.979, -0.836, -3.101], [-1.320, -0.837, -1.297], [-2.946, -0.087, -1.064], [-3.192, 1.135, -1.704], [-4.373, 1.822, -1.465], [-5.316, 1.289, -0.596], [-5.078, 0.073, 0.035], [-3.893, -0.612, -0.188], [-1.319, -2.482, -0.602], [-1.046, -2.623, 0.759], [-1.113, -3.870, 1.354], [-1.442, -4.982, 0.588], [-1.705, -4.848, -0.768], [-1.650, -3.597, -1.368], [0.463, -0.499, -3.198], [1.528, -1.015, -3.891], [2.708, -0.469, -3.317], [2.313, 0.353, -2.294], [2.999, 0.961, -1.116], [1.887, 0.346, 0.197], [2.094, 1.226, 1.745], [2.923, 2.344, 1.832], [3.046, 3.019, 3.039], [2.342, 2.584, 4.153], [1.520, 1.464, 4.072], [1.397, 0.784, 2.873], [2.312, -1.369, 0.439], [3.171, -1.727, 1.482], [3.612, -3.035, 1.581], [3.212, -3.980, 0.643], [2.383, -3.618, -0.410], [1.935, -2.313, -0.518], [0.935, 0.400, -2.268], [-1.632, -0.080, -3.543], [-1.227, -1.788, -3.567], [-2.482, 1.541, -2.421], [-4.572, 2.753, -1.978], [-6.248, 1.811, -0.426], [-5.826, -0.349, 0.693], [-3.716, -1.563, 0.300], [-0.750, -1.758, 1.343], [-0.898, -3.981, 2.408], [-1.489, -5.959, 1.050], [-1.958, -5.716, -1.361], [-1.869, -3.506, -2.424], [1.479, -1.711, -4.712], [3.723, -0.687, -3.606], [3.049, 2.052, -1.124], [3.996, 0.543, -0.971], [3.483, 2.687, 0.971], [3.700, 3.877, 3.110], [2.444, 3.109, 5.093], [0.993, 1.114, 4.950], [0.780, -0.107, 2.815], [3.489, -0.995, 2.214], [4.274, -3.318, 2.389], [3.563, -5.000, 0.727], [2.095, -4.349, -1.154], [1.332, -2.021, -1.371], [0.250, 3.808, -1.889], [0.500, 3.102, -0.652], [-0.014, 3.755, 0.527], [-1.402, 3.243, 0.831], [-1.324, 1.801, 0.902], [-1.987, 1.201, 2.028], [0.842, 4.722, -1.896], [-0.810, 4.047, -1.988], [0.566, 3.151, -2.695], [-0.010, 4.836, 0.385], [0.667, 3.496, 1.339], [-2.129, 3.499, 0.056], [-1.748, 3.635, 1.788], [-3.044, 1.463, 2.006], [-1.521, 1.546, 2.951], [-1.874, 0.126, 1.927]],
  "mulliken_charge": [1.553, -0.849, 0.806, 1.116, -0.561, -0.893, -0.562, -0.890, -0.436, 0.607, 0.651, -0.961, -0.642, -0.911, -0.759, -0.308, -0.864, -1.131, 0.055, -0.998, 0.812, 0.600, -0.882, -0.604, -0.664, -0.807, -0.394, 1.582, -1.072, -0.814, -0.786, -1.061, 0.047, 0.821, 0.435, 0.551, 0.241, 0.499, 0.444, 0.461, 0.432, -0.275, 0.482, 0.438, 0.461, 0.381, 0.556, 0.547, 0.484, 0.577, 0.399, 0.473, 0.445, 0.506, 0.530, 0.425, 0.480, 0.465, 0.502, 0.003, -0.906, -0.418, -0.301, -0.665, 0.316, -0.935, 0.283, 0.352, 0.332, 0.621, -0.112, 0.253, 0.579, 0.360, 0.464, 0.035]
}

{
  "formula": "C26H14AlBrF4NO5S",
  "method": "the ωB97M-V functional and the def2-TZVPD basis",
  "e_homo_ev": -7.27,
  "total_charge": -1,
  "orbital_gap_ev": 6.9,
  "symbols": ["C", "C", "C", "C", "C", "C", "C", "C", "N", "C", "S", "C", "O", "C", "C", "C", "C", "O", "Br", "C", "C", "C", "O", "C", "O", "C", "C", "C", "C", "C", "C", "C", "C", "O", "H", "H", "H", "H", "H", "H", "H", "H", "H", "H", "H", "H", "H", "H", "F", "Al", "F", "F", "F"],
  "positions_angstrom": [[-0.607, -5.058, 4.586], [-1.583, -4.088, 4.015], [-1.604, -3.533, 2.466], [-2.455, -2.120, 2.217], [-2.462, -1.511, 0.693], [-1.680, -2.224, -0.602], [-0.848, -3.617, -0.365], [-0.838, -4.221, 1.185], [-0.003, -5.501, 1.368], [1.273, -4.984, 1.628], [2.715, -4.496, 2.455], [-1.773, -1.422, -2.067], [-2.007, -2.041, -3.239], [-1.599, 0.236, -1.929], [-0.708, 1.161, -2.948], [0.019, 0.387, -4.216], [0.643, 1.400, -5.346], [1.939, 1.727, -5.408], [-0.607, 2.147, -6.736], [-0.586, 2.779, -2.656], [-1.332, 3.474, -1.359], [-2.256, 2.571, -0.322], [-2.902, 3.239, 0.858], [-2.186, 2.683, 2.046], [-2.928, 1.986, 2.950], [-0.573, 2.798, 2.314], [0.087, 1.716, 3.405], [1.718, 1.707, 3.754], [2.780, 2.769, 3.018], [2.090, 3.836, 1.935], [0.461, 3.841, 1.583], [-2.374, 0.952, -0.631], [-3.247, -0.070, 0.365], [-4.463, 0.239, 0.845], [0.032, -5.837, 3.985], [-0.509, -5.090, 5.762], [-2.423, -3.682, 4.751], [-3.011, -1.533, 3.081], [-0.285, -4.109, -1.268], [0.859, -0.300, -3.743], [-0.785, -0.290, -4.758], [0.070, 3.476, -3.344], [-1.245, 4.628, -1.086], [-0.585, 0.917, 3.985], [2.202, 0.970, 4.536], [3.941, 2.765, 3.251], [2.813, 4.608, 1.410], [0.046, 4.625, 0.795], [4.813, -1.154, -5.335], [5.356, 0.418, -4.643], [7.012, 0.234, -3.960], [4.221, 0.924, -3.339], [5.377, 1.669, -5.939]],
  "mulliken_charge": [-0.565, -0.344, 0.616, -0.700, 0.178, 0.402, -0.566, 0.299, -0.453, 0.230, -0.101, 0.170, -0.507, -0.025, 0.441, -0.126, 0.088, -0.416, -0.152, -0.490, -0.314, -0.116, -0.371, 0.477, -0.506, 0.425, -0.343, -0.404, -0.325, -0.409, -0.056, 0.357, 0.058, -0.514, 0.266, 0.213, 0.241, 0.307, 0.321, 0.359, 0.344, 0.299, 0.464, 0.275, 0.269, 0.292, 0.265, 0.133, -0.499, 0.951, -0.473, -0.478, -0.492]
}

Electronic energy (eV)
-17026.6214; -8390.0934; -25801.0692; -62830.8551; -137237.9615